No. 1
Molecular formula: C34H28Cl2NO3S
Method: DFT, wB97M-V/def2-TZVPD

Geometry (Å):
C: -7.349 -3.347 0.931
C: -5.373 2.501 0.914
H: 1.809 -4.538 -1.197
H: -6.559 -3.766 1.556
H: -13.660 0.018 -3.101
C: -7.575 -7.550 1.927
C: -7.801 -8.429 0.865
H: -8.364 0.292 1.968
C: -7.327 5.114 -0.172
H: -8.254 5.654 0.052
C: -11.303 -0.514 -0.683
C: -12.207 -1.580 -3.105
H: -0.889 -2.233 2.280
H: -7.696 -9.508 1.003
C: 0.762 -3.578 1.891
C: -8.228 -4.207 0.327
C: 1.526 -4.231 0.916
C: -8.563 -1.419 0.071
H: -6.266 4.940 3.047
C: -9.263 -3.676 -0.588
H: -8.684 -0.343 -0.027
H: -7.530 5.976 2.341
C: 1.196 -4.067 -0.436
C: -3.680 -2.382 -0.287
H: -8.645 -6.162 -1.529
S: -2.066 -1.609 -0.365
H: -4.261 0.687 0.687
C: -7.691 2.284 1.584
C: -7.536 0.915 1.630
C: -8.335 -6.552 -0.564
H: -8.331 -8.587 -1.229
H: -7.502 -5.497 2.576
H: -7.295 -7.935 2.903
H: -4.524 3.145 0.683
O: -2.118 -0.490 0.556
Cl: -4.692 -1.825 -1.522
C: -0.685 -2.667 0.176
C: -6.598 5.437 2.132
C: 0.101 -3.276 -0.802
C: -0.338 -2.783 1.520
C: -9.497 -2.223 -0.534
H: -5.833 6.165 1.834
C: -6.346 0.284 1.162
H: -12.887 0.921 -0.904
H: -0.098 -3.109 -1.856
C: -10.665 -1.654 -1.216
C: -6.624 3.117 1.175
H: -5.294 -1.609 1.080
H: -12.534 -1.999 -4.055
H: -10.706 -3.093 -2.826
C: -5.230 1.130 0.930
C: -7.380 -1.940 0.686
N: -6.806 4.492 1.041
H: -8.650 2.730 1.851
H: -3.707 -3.470 -0.143
C: -6.260 -1.130 0.980
C: -8.112 -5.657 0.501
Cl: 2.843 -5.213 1.359
C: -12.386 0.061 -1.346
H: -10.959 -0.093 0.263
H: -7.530 4.390 -0.965
C: -11.154 -2.189 -2.425
H: 1.047 -3.675 2.934
C: -7.705 -6.175 1.745
C: -8.169 -7.923 -0.385
H: -6.591 5.834 -0.546
O: -1.699 -1.420 -1.753
O: -9.852 -4.410 -1.415
C: -12.830 -0.451 -2.567

Calculated values
**HOMO-LUMO gap**: 4.707 eV
**E_HOMO**: -3.5 eV
**E_LUMO**: 1.2 eV
**Charge**: -1



No. 2
Molecular formula: C34H28ClN5O4ReS
Method: DFT, wB97M-V/def2-TZVPD

Geometry (Å):
H: 3.768 -0.853 0.291
C: -0.191 0.862 2.698
H: -0.317 1.870 5.951
C: 1.674 1.207 -4.351
H: 5.698 1.513 0.550
H: 0.461 -2.558 4.210
H: 5.314 0.094 1.542
Cl: -4.992 -4.345 2.496
O: 1.999 -0.088 -0.256
S: -1.107 3.242 -0.220
C: -4.869 3.414 1.290
H: 2.144 2.395 0.077
N: 3.658 1.121 0.771
H: 1.680 -4.552 -3.907
H: -0.532 4.232 2.387
H: 5.067 1.720 2.188
H: -3.035 2.075 -1.821
H: 2.636 2.657 1.762
C: -2.799 -0.848 0.610
C: 0.240 -1.579 3.816
C: -3.494 3.563 1.178
H: 0.045 -0.639 5.732
H: -1.393 -3.494 -1.007
C: -3.568 2.429 -0.952
C: -3.951 -0.663 1.419
C: 0.360 -2.021 -2.100
H: 0.313 -2.229 1.762
C: 1.803 -2.496 -4.449
N: -0.064 -0.214 1.885
H: -2.792 -4.275 0.726
C: 3.122 0.036 0.264
C: 0.034 -0.516 4.660
C: 1.528 -1.164 -4.080
N: -0.308 2.093 0.713
Re: -0.194 0.300 -0.265
C: -2.384 -2.201 0.350
C: 1.966 -0.045 -4.820
C: -0.175 0.764 4.112
C: -0.343 1.937 4.876
C: 5.008 1.107 1.292
O: -0.827 2.708 -1.534
C: 0.174 -1.391 2.431
H: -2.933 4.088 1.934
H: -5.506 1.812 -1.625
C: -0.341 2.131 2.067
C: -0.486 3.264 2.860
H: -5.382 3.810 2.153
H: 3.703 3.167 0.445
C: 0.703 -3.308 -2.467
C: -3.108 -3.262 0.916
C: -4.615 -1.716 1.985
N: -0.443 -1.662 -1.010
C: -5.588 2.776 0.289
H: -5.478 -1.535 2.609
C: 1.427 -3.538 -3.641
H: 2.343 -2.678 -5.363
H: 0.442 -4.147 -1.841
C: 2.992 2.406 0.761
O: -2.206 0.188 0.134
C: -1.351 -2.493 -0.586
H: -4.274 0.354 1.581
H: 2.524 -0.188 -5.732
H: 1.998 2.089 -4.878
C: -2.861 3.058 0.058
C: 0.936 1.350 -3.168
O: -0.628 4.544 0.114
C: -4.941 2.288 -0.837
C: -4.184 -3.035 1.751
H: 0.666 2.332 -2.814
H: -6.659 2.680 0.381
H: -0.625 4.045 4.840
C: -0.501 3.151 4.250
C: 0.804 -0.924 -2.884
N: 0.507 0.330 -2.459

Calculated values
**Multiplicity**: 2
**HOMO-LUMO gap (spin up / spin down)**: 5.270 / 5.960 eV
**E_HOMO (spin up / spin down)**: -13.0 / -13.1 eV
**E_LUMO (spin up / spin down)**: -7.8 / -7.2 eV
**Charge**: +2



No. 3
Molecular formula: C34H28N9O5STa
Method: DFT, wB97M-V/def2-TZVPD

Geometry (Å):
C: -0.251 3.271 -3.042
H: 0.977 2.886 0.085
C: 2.337 0.551 5.461
C: -0.087 -2.105 -0.495
C: 1.202 0.243 3.394
N: -0.673 2.230 -5.826
C: 1.828 -1.059 -4.890
H: -1.856 4.006 4.257
O: 0.277 -0.743 -0.548
H: -0.566 2.566 -6.774
C: 1.900 -0.710 5.931
C: 1.511 1.315 -5.245
O: -2.863 2.854 -6.013
H: -2.090 0.763 -1.726
H: -0.358 3.407 3.611
C: 1.233 -0.390 -1.605
N: -0.180 -1.550 1.770
H: -0.633 -4.917 -2.221
C: 2.248 -1.165 7.223
O: 0.848 0.713 2.178
C: -4.165 3.631 3.412
H: 1.925 2.313 -5.332
O: -2.327 -0.448 0.126
C: -3.965 2.274 1.333
C: -0.354 -2.561 0.784
H: 0.119 -3.437 4.908
S: -3.159 -0.552 1.434
H: -1.427 -0.331 -5.561
N: -2.226 -0.059 2.485
C: -1.955 2.416 -5.361
N: 0.288 -1.929 2.877
H: -0.132 3.869 -3.935
H: 2.375 1.980 3.858
H: -3.118 1.950 -3.763
C: 2.014 1.025 4.215
C: -1.350 1.547 -1.815
C: -3.400 2.935 2.436
O: -1.298 2.243 1.661
C: 0.151 1.120 -5.455
C: -0.375 -0.163 -5.366
C: 2.739 -2.233 -4.654
C: 0.460 -1.235 -5.083
H: 2.839 -0.524 7.865
H: -0.905 -4.228 2.008
N: -2.143 2.045 -4.010
H: 2.953 1.157 6.116
H: 0.031 -2.556 -2.592
C: -0.546 -4.248 -1.376
H: 3.192 -2.560 -5.592
N: -1.360 3.457 3.569
H: 3.555 -1.978 -3.977
H: 1.772 0.489 -1.268
C: 0.779 -1.038 3.780
H: 0.762 -4.193 7.149
C: -0.712 -3.878 1.003
C: 0.717 -2.801 5.544
N: -4.674 4.223 4.256
H: 1.322 4.250 -1.958
H: 0.044 -2.237 -5.068
C: 1.076 -3.218 6.801
N: -4.299 1.616 0.440
H: 0.695 -0.189 -2.529
H: 2.198 -3.087 -4.244
C: -2.024 2.878 2.576
C: 0.378 2.727 -0.804
C: -0.175 -2.923 -1.596
H: 1.915 -1.227 -1.720
C: 0.562 3.482 -1.942
C: 1.842 -2.398 7.650
C: -0.812 -4.719 -0.096
H: -1.101 -5.751 0.044
C: 2.337 0.236 -4.969
H: 2.106 -2.749 8.637
H: 3.400 0.402 -4.839
C: 1.126 -1.539 5.085
C: -1.250 2.295 -2.982
Ta: -0.668 0.503 1.063
N: -0.556 1.762 -0.756

Calculated values
**HOMO-LUMO gap**: 6.255 eV
**E_HOMO**: -13.7 eV
**E_LUMO**: -7.4 eV
**Energy above the lowest of the compared OMol25 structures with the same formula, charge and spin**: 0.428 eV
**Charge**: +2



No. 4
Molecular formula: C34H29BrCl48FN4O5S
Method: DFT, wB97M-V/def2-TZVPD

Geometry (Å):
C: 1.296 -5.193 0.332
C: 0.143 -5.619 -0.572
Cl: -6.022 8.927 -2.517
Cl: 8.442 -0.477 -4.774
Cl: -0.557 4.469 -0.715
C: 4.150 -0.157 1.950
F: 7.077 -2.464 0.205
C: -0.733 -1.053 -3.190
Cl: 7.851 -2.230 5.770
H: 2.624 -1.454 3.510
H: 3.661 -2.609 2.235
C: -1.744 -3.429 8.296
Cl: -2.344 8.094 -4.899
C: -2.055 -4.207 0.355
H: -0.098 -4.888 -1.339
Cl: 9.682 -0.706 -2.181
O: 3.657 -4.857 -2.065
C: 2.849 -2.370 0.217
C: -0.951 0.288 0.421
H: 1.140 -4.171 0.678
Cl: -7.579 3.336 -4.446
Cl: 4.162 3.108 3.458
H: 5.316 -1.661 -0.277
Cl: -8.011 6.116 -3.823
H: 0.297 -6.618 -0.967
C: -2.064 0.655 1.355
C: 0.984 -0.070 3.671
Cl: -1.034 -0.139 7.116
Cl: 7.244 -1.295 3.110
Cl: -4.200 -5.199 -4.555
H: 0.503 0.680 3.055
C: 5.742 -2.658 -0.182
Cl: -2.623 1.136 -5.199
H: 5.811 -3.129 -1.160
H: 1.600 0.376 4.451
C: 5.076 -3.525 0.876
Cl: -5.551 -0.631 4.633
C: -2.682 -4.643 -5.258
C: 3.415 4.150 2.245
C: -7.353 10.080 -2.678
Cl: -3.974 8.708 -7.196
C: 1.115 0.842 -0.449
H: 4.726 -0.207 1.028
N: -2.370 -3.335 1.254
Cl: 8.024 -2.844 -3.180
H: -1.411 0.689 -3.087
C: 1.870 -1.019 2.858
H: -1.650 1.075 2.269
Cl: -2.834 -2.136 8.801
O: 0.225 0.939 0.638
Cl: -0.185 -3.238 9.108
Cl: 2.110 3.246 1.447
Cl: -3.567 1.224 6.933
H: 4.328 0.837 2.363
C: -5.514 -2.349 4.201
C: 1.886 -2.449 -2.001
H: 1.955 1.483 -0.213
Cl: -3.405 3.971 -0.635
C: 3.624 -3.115 1.284
H: 5.688 -3.601 1.769
H: -3.430 -2.000 -1.419
C: 1.428 -1.151 -1.835
C: -3.029 -2.566 -0.598
Cl: -1.891 3.275 -2.987
O: -1.071 -0.541 -0.430
N: -1.718 -0.271 -3.228
Br: 1.548 -3.425 -3.591
H: 0.641 1.256 -1.326
C: -3.305 2.433 -6.211
H: 1.289 -1.832 2.418
C: 0.687 -0.506 -2.985
C: 2.368 -1.070 0.365
Cl: 4.612 4.623 1.040
C: -3.052 9.402 -5.861
Cl: -1.341 2.109 5.325
Cl: -2.316 -3.016 -4.652
Cl: 8.634 0.424 4.962
H: -0.859 -2.131 -3.304
C: 2.581 -3.075 -0.965
Cl: -5.033 -3.288 5.619
Cl: -4.408 3.409 -5.240
Cl: -2.815 -4.599 -7.012
H: 1.225 -5.821 1.216
Cl: -2.359 6.035 -2.345
C: -2.151 0.694 6.031
N: -3.009 -2.273 0.663
Cl: -7.120 -2.854 3.660
C: 7.400 -0.824 4.808
H: 5.005 -4.535 0.473
Cl: -1.374 -5.741 -4.788
Cl: -8.812 9.395 -1.954
Cl: -9.068 4.071 -2.088
C: 8.252 -1.093 -3.133
Cl: -2.444 -4.993 8.721
N: 1.654 -0.515 -0.656
H: -2.543 -0.288 1.609
C: 2.636 -0.330 1.659
Cl: -7.649 10.409 -4.388
H: 4.487 -0.849 2.711
Cl: -4.337 -2.604 2.911
Cl: 6.830 -0.338 -2.386
C: 3.000 -4.522 -1.143
Cl: -1.995 3.452 -6.827
O: -2.454 -3.741 -0.860
Cl: -2.658 -0.417 4.750
H: 0.706 0.575 -2.990
C: -2.053 4.442 -1.670
Cl: -4.122 10.350 -4.830
Cl: -6.223 4.541 -2.187
Cl: -1.768 10.431 -6.500
C: -7.723 4.517 -3.140
H: 2.261 0.692 1.672
Cl: -4.183 1.717 -7.563
H: 0.259 -0.686 4.200
H: -2.771 1.326 0.877
Cl: -6.931 11.582 -1.852
Cl: -1.511 -3.346 6.546
Cl: 5.844 -0.190 5.383
H: 1.234 -0.807 -3.882
Cl: 2.751 5.582 3.020
S: -1.277 -5.739 0.578
O: 2.626 -5.412 -0.192
H: 3.089 -4.039 1.464

Calculated values
**HOMO-LUMO gap**: 7.647 eV
**E_HOMO**: -11.8 eV
**E_LUMO**: -4.2 eV
**Charge**: +1



no.,molecular weight (g mol⁻¹),total energy (a.u.)
1,601.58,-2911.4056
2,824.36,-2823.3894
3,855.67,-2636.2299
4,2406.34,-27069.0282